Record 1
The following is a quantum chemistry calculation of 11 unconnected molecules or ions with the total composition C32H46Cl30N2O4, from the OMol25 dataset.

Results
Net charge   0
SMILES string   COCCCC[C@H]1[C@@H](CCCCN)OC(=O)[C@]1(CCCCO)c1ccncc1.ClC(Cl)Cl.ClC(Cl)Cl.ClC(Cl)Cl.ClC(Cl)Cl.ClC(Cl)Cl.ClC(Cl)Cl.ClC(Cl)Cl.ClC(Cl)Cl.ClC(Cl)Cl.ClC(Cl)Cl
Energy   -420771.121 eV

Structure (XYZ):
```
114
Properties=species:S:1:pos:R:3:forces:R:3
C 4.9399 4.1007 0.1231 0.2355 0.3904 0.2191
O 4.3251 3.1382 -0.6823 -0.0236 -0.2937 0.0027
C 3.3352 2.3576 -0.0271 0.5674 0.3335 -0.1716
C 2.9964 1.2337 -0.9563 -0.5269 -0.4685 -0.0831
C 1.7362 0.4328 -0.5856 0.3629 0.4492 0.4621
C 1.9994 -0.9934 -0.0586 -1.1611 1.1591 -0.2821
C 2.3338 -1.0414 1.3942 0.6840 -0.7708 0.0784
C 1.3044 -0.6193 2.4441 0.4223 0.9145 -0.2443
C -0.1727 -0.9697 2.3366 0.0098 -0.5074 -0.4787
C -1.0271 0.1002 1.6709 -0.5982 -0.1396 0.7536
C -2.5453 -0.1837 1.6691 0.0589 -0.5023 -0.8538
C -3.0037 -1.6074 1.3210 0.9468 -0.5726 0.6464
N -3.0608 -2.4794 2.5129 -0.0702 0.0712 -0.0214
O 1.9191 -1.0867 3.6585 0.0129 0.1755 0.7601
C 3.0061 -1.8567 3.4262 0.4870 -0.2899 0.2100
O 3.8857 -2.0107 4.2379 -1.0496 0.0410 -0.4392
C 2.8558 -2.3876 1.9928 -0.2291 -0.4141 0.3024
C 1.7270 -3.4719 2.0271 0.3907 -0.0606 -0.5078
C 2.1565 -4.8925 2.3628 0.1082 -0.0144 0.3078
C 2.7933 -5.0678 3.7387 -0.4670 -0.6403 0.0394
C 1.7678 -4.8640 4.8665 0.5771 0.2484 0.2741
O 2.0505 -3.7917 5.7462 -0.2076 0.2874 0.0633
C 4.0898 -2.9953 1.3532 0.4818 0.4408 0.0605
C 4.0476 -3.6259 0.1094 -0.5128 0.5142 0.9799
C 5.1731 -4.2240 -0.3847 0.2777 -0.9412 -1.0201
N 6.3778 -4.2486 0.1715 -0.4952 0.5195 0.5599
C 6.4087 -3.5936 1.3343 1.1045 -0.4014 -0.1227
C 5.3479 -2.9923 1.9595 -0.9666 -0.1018 -0.2128
H 6.0006 4.1515 -0.0959 0.0432 -0.1884 -0.1783
H 4.8467 3.9093 1.1897 -0.1560 -0.2946 0.2681
H 4.5534 5.1019 -0.0492 -0.3636 0.1198 -0.1132
H 2.4549 2.9716 0.1707 -0.1858 0.0796 0.2166
H 3.7614 1.9852 0.9057 -0.1608 -0.0392 0.3618
H 2.8372 1.6940 -1.9228 0.1952 -0.0224 -0.3936
H 3.8323 0.5473 -1.0129 0.4053 -0.0087 -0.2442
H 1.2143 1.0211 0.1631 -0.3871 0.0184 0.1576
H 1.0858 0.3895 -1.4521 -0.1555 -0.1521 -0.1332
H 2.8279 -1.3311 -0.6428 0.3428 -0.8128 -0.3420
H 1.0831 -1.5328 -0.2596 -0.0643 -0.6847 -0.1991
H 3.1717 -0.3578 1.5350 0.1766 0.2208 0.0400
H 1.3795 0.4677 2.4895 -0.1892 0.1916 0.2640
H -0.3030 -1.8907 1.7816 -0.0232 -0.2543 -0.1439
H -0.5526 -1.1787 3.3307 0.0315 0.0926 0.3524
H -0.7201 0.2870 0.6507 0.2424 0.0056 -0.2249
H -0.9020 1.0135 2.2502 0.1829 0.3544 -0.1996
H -3.0026 0.0788 2.6176 -0.0472 0.1896 0.1696
H -2.9769 0.4512 0.9021 -0.1559 0.4704 0.0830
H -3.9511 -1.6246 0.7921 -0.3337 0.2340 0.1659
H -2.3086 -2.0876 0.6333 0.0452 0.1902 0.0521
H -2.2908 -3.1343 2.5094 -0.0408 -0.0831 -0.0210
H -2.9350 -1.9247 3.3504 -0.1719 -0.0246 0.0538
H 0.9423 -3.1943 2.7170 -0.0163 0.2151 0.2401
H 1.2694 -3.4664 1.0396 -0.1557 -0.1064 -0.1852
H 2.8021 -5.3341 1.6120 0.1266 0.1229 -0.2365
H 1.2553 -5.5009 2.3734 -0.2345 -0.1568 -0.1621
H 3.6914 -4.4766 3.8691 0.0474 0.3258 0.1114
H 3.1057 -6.1063 3.7972 0.2554 -0.2109 -0.0456
H 0.8016 -4.6389 4.4299 -0.2864 0.0568 0.0330
H 1.6637 -5.7726 5.4567 -0.0824 -0.2919 -0.0485
H 2.9212 -3.9052 6.1404 -0.0032 -0.0103 -0.1561
H 3.1357 -3.6631 -0.4515 -0.3617 -0.1355 -0.2507
H 5.0804 -4.7461 -1.3278 0.0899 -0.0810 -0.1690
H 7.3678 -3.5566 1.8317 0.2006 -0.0598 0.0230
H 5.4887 -2.5575 2.9203 0.0478 -0.0200 0.3871
Cl 6.8636 0.2119 -2.2515 -0.0073 -0.0075 0.0062
C 5.8516 -0.8072 -3.2728 -0.1872 0.0608 0.0073
Cl 4.9423 -1.9633 -2.2863 0.2387 0.2799 -0.2823
Cl 4.7626 0.1777 -4.2540 0.2539 -0.1807 0.1579
H 6.4963 -1.3649 -3.9382 0.0016 -0.0344 0.0094
Cl -5.5386 1.0760 3.5496 -0.0286 -0.0358 0.0141
C -6.5860 1.3070 2.1486 0.0831 0.0133 -0.0395
Cl -6.8936 3.0255 1.8930 -0.0209 0.0098 -0.0113
Cl -5.9066 0.5634 0.7000 0.0700 -0.0503 0.3582
H -7.5305 0.8234 2.3575 -0.0231 -0.0004 -0.0175
Cl -9.5259 1.1857 0.0554 -0.0059 0.0224 -0.0015
C -9.1459 1.5706 -1.6264 0.1008 -0.0275 -0.1139
Cl -7.4108 1.7164 -1.8959 -0.3348 0.0368 -0.1106
Cl -9.8355 0.3541 -2.6999 -0.1088 -0.1943 0.0735
H -9.6025 2.5231 -1.8619 -0.0169 0.0077 0.0082
Cl 7.4270 0.6209 4.8701 0.0697 0.0204 -0.0396
C 6.2611 1.1723 3.6663 -0.1705 -0.1236 0.1625
Cl 5.7338 -0.1819 2.6635 0.3857 0.6953 -0.1100
Cl 4.8722 1.9186 4.4655 0.0329 0.0733 -0.1318
H 6.7473 1.9067 3.0378 -0.0527 0.0355 -0.0057
Cl -9.7524 2.5602 -5.3119 0.1161 0.1570 -0.0895
C -11.0769 1.7415 -6.1374 -0.0383 0.0423 0.0005
Cl -12.6109 2.5263 -5.7747 0.0782 0.0772 -0.2442
Cl -10.7898 1.6763 -7.8761 0.0049 -0.0219 0.0194
H -11.1246 0.7260 -5.7655 0.0098 -0.0115 0.0004
Cl 8.5025 6.6840 -2.7931 0.0179 0.0195 0.0052
C 8.1152 6.5077 -1.0829 -0.0336 -0.0957 -0.0856
Cl 6.4431 6.9682 -0.7706 0.1010 0.1810 -0.0150
Cl 8.4208 4.8513 -0.5457 0.2071 0.0974 -0.0180
H 8.7606 7.1685 -0.5206 0.0050 -0.0058 0.0209
Cl -13.8210 1.3276 -2.9935 -0.0719 -0.0809 0.2862
C -15.5253 1.7376 -2.8130 -0.0031 -0.0884 -0.0298
Cl -16.2653 2.0250 -4.3893 0.0023 0.0309 -0.0020
Cl -16.3905 0.4752 -1.9367 0.0000 0.0220 0.0089
H -15.5921 2.6516 -2.2390 -0.0029 0.0107 0.0054
Cl -5.5648 5.1361 -0.7131 -0.0140 -0.0047 0.0140
C -5.2643 5.5169 -2.4074 0.0598 -0.0551 0.0145
Cl -3.5344 5.6672 -2.7163 -0.0076 0.0241 -0.0116
Cl -5.9833 4.2924 -3.4532 0.0528 0.1347 -0.1138
H -5.7303 6.4670 -2.6303 -0.0058 0.0089 -0.0047
Cl 5.7013 3.6654 -5.7357 0.0049 -0.0024 -0.0143
C 4.0197 3.7334 -6.2570 0.0517 0.0118 0.1161
Cl 3.1595 2.2665 -5.7811 -0.2367 0.1881 -0.1921
Cl 3.2188 5.1633 -5.6077 -0.0103 0.0038 -0.0246
H 4.0016 3.7971 -7.3363 -0.0080 -0.0071 -0.0119
Cl -0.0893 -3.5197 -3.1065 0.0995 0.0897 0.0954
C -1.7759 -3.0927 -2.8442 -0.1324 0.0302 -0.0174
Cl -2.6894 -4.4814 -2.2579 -0.0082 0.0001 0.0113
Cl -1.9548 -1.7264 -1.7311 0.2436 -0.0454 -0.4798
H -2.1880 -2.7962 -3.7992 -0.0386 0.0124 0.0075
```
Forces are in eV/Å.

=====

Record 2
The following is a quantum chemistry calculation of a molecular structure, C32H47Cl2Sn, from the OMol25 dataset.

Results
Net charge   -1
Energy   -64818.710 eV

Structure (XYZ):
```
82
Properties=species:S:1:pos:R:3:forces:R:3
C 5.5899 -5.2858 1.0910 0.0710 0.1431 0.0389
C 5.0014 -3.9846 1.6424 -0.0814 -0.0505 -0.0373
C 3.5551 -3.7475 1.2011 -0.1767 0.0281 -0.0094
C 2.9088 -2.4803 1.8026 -0.2858 0.4204 -0.1322
Sn 2.4467 -0.8954 0.3545 -0.7035 0.2421 -0.2454
C 4.3881 -0.4456 -0.5442 -0.1712 0.0896 0.1637
C 5.5029 -0.0501 0.4414 -0.1778 -0.0460 -0.2311
C 6.8248 0.2697 -0.2716 -0.3173 -0.0795 0.2216
C 7.9051 0.7575 0.6814 0.0917 0.0006 -0.1396
C 1.2305 -1.9378 -1.1449 0.4709 0.1063 0.1311
C -0.1141 -2.4345 -0.5673 0.0419 0.0759 -0.0409
C -0.2468 -3.9573 -0.6110 -0.2238 0.1535 0.0611
C -1.5697 -4.4422 -0.0073 0.1436 -0.1202 -0.0392
C 1.3667 1.0679 1.0845 1.4986 -0.8415 -0.3825
C -0.0543 1.0707 1.4246 -2.2330 -0.0031 -0.1877
C -1.1602 0.8842 0.5395 3.1234 -1.3957 2.9094
C -2.2683 0.1585 1.2949 -0.8524 -0.1532 0.5843
C -0.7103 0.6995 -0.8645 1.8046 -0.4028 -0.6311
H 6.5773 -5.4683 1.5257 -0.0590 -0.0428 -0.0866
H 4.9543 -6.1458 1.3292 0.0464 0.1188 -0.0287
H 5.7081 -5.2390 0.0028 -0.0695 -0.0272 0.1195
H 5.0392 -4.0072 2.7389 -0.0288 0.0339 -0.0990
H 5.6293 -3.1403 1.3267 -0.1074 -0.0836 0.0521
H 3.5181 -3.7314 0.1001 0.0512 -0.0164 0.1511
H 2.9525 -4.6227 1.4952 0.1895 0.1319 -0.0718
H 1.9302 -2.7087 2.2425 0.2931 -0.0193 0.1622
H 3.5396 -2.0107 2.5679 -0.1304 -0.2905 0.0313
H 4.6755 -1.3450 -1.1091 0.0020 0.2053 0.0328
H 4.1952 0.3602 -1.2680 0.2284 -0.1732 0.0833
H 5.1912 0.8260 1.0342 0.0728 -0.1701 -0.1348
H 5.6718 -0.8664 1.1654 -0.0459 0.2344 -0.1622
H 7.1657 -0.6313 -0.7937 -0.0071 0.0577 -0.0148
H 6.6354 1.0258 -1.0414 0.0150 -0.0444 0.0426
H 8.8151 0.9884 0.1277 0.1176 0.0429 0.0702
H 7.5917 1.6634 1.2050 -0.0085 -0.0349 0.0112
H 8.1498 -0.0018 1.4272 -0.0286 0.0182 0.0241
H 1.0840 -1.2399 -1.9796 0.0933 -0.3501 0.1144
H 1.8556 -2.7680 -1.5042 -0.2559 0.0234 -0.0461
H -0.2536 -2.0921 0.4737 -0.0156 -0.1127 -0.2479
H -0.9474 -1.9810 -1.1312 0.2538 -0.2504 0.2171
H -0.1763 -4.2843 -1.6571 0.0333 0.0105 0.1314
H 0.5951 -4.4179 -0.0741 -0.0915 0.0628 -0.1023
H -1.6875 -5.5185 -0.1801 -0.0843 0.1366 0.0987
H -1.5952 -4.2673 1.0776 -0.0468 0.0179 -0.2635
H -2.4273 -3.9273 -0.4634 0.2076 -0.0994 0.1275
H 2.0118 1.1240 1.9678 -0.2232 0.7809 -0.1051
H 1.6962 1.7451 0.2879 0.0775 -0.0118 0.2671
H -0.2496 1.1246 2.5244 0.0016 -0.1575 -1.0126
H -3.3085 0.3948 1.0548 0.6024 -0.2506 -0.2327
H -2.1812 -0.9514 1.2425 0.2363 0.5786 0.0398
H -2.2439 0.4683 2.3626 0.4137 -0.3967 -0.4909
H -1.3828 0.1227 -1.4813 -0.1545 0.2416 -0.1777
H -0.4280 1.6663 -1.3347 -0.5908 -0.5527 0.1915
H 0.2514 0.1733 -0.9508 -0.2731 -0.1026 0.5473
Cl -9.7317 5.1595 2.3717 -0.5892 0.4244 0.2016
C -8.3434 4.2797 1.8812 1.1873 -0.8672 -0.5511
C -8.0900 3.0171 2.4325 -0.0668 0.2481 -0.2373
C -6.9850 2.2888 2.0160 0.0866 0.4043 -0.2518
C -6.0722 2.8071 1.0698 0.0119 0.3938 0.2996
C -4.8991 2.0443 0.6829 0.5077 0.2148 -0.4651
C -3.7611 2.6070 0.1198 -0.8060 -1.3991 -0.8536
C -2.8100 1.7924 -0.6369 -3.4104 1.6660 -2.2455
C -2.5755 2.3448 -2.0151 -0.2393 -0.7078 2.0419
C -2.5343 1.4547 -3.1191 0.0694 1.1260 -0.9582
C -2.1332 1.9105 -4.3838 -0.2137 0.4469 1.3390
C -1.8413 3.2718 -4.5412 -0.1772 -0.2962 1.4106
Cl -1.1529 3.8051 -6.0075 0.3280 0.4557 -1.1496
C -1.9758 4.1800 -3.4774 -0.2007 -1.0540 0.7618
C -2.3372 3.7074 -2.1949 0.1447 0.5874 -1.8877
C -6.3553 4.0779 0.5072 -0.3234 -0.0906 0.3695
C -7.4840 4.7952 0.8990 -0.1375 -0.2708 0.4981
H -8.7647 2.6145 3.1823 0.0553 0.0614 -0.0820
H -6.7761 1.3118 2.4461 -0.0845 0.1456 -0.0169
H -5.0613 0.9353 0.6518 0.3135 1.1208 0.0480
H -3.6452 3.7119 0.0889 -0.1527 -0.8657 0.2907
H -3.2577 0.7770 -0.8356 0.5662 0.8952 0.5852
H -2.8685 0.4264 -3.0147 0.2094 0.0884 0.1495
H -2.0088 1.2146 -5.1957 -0.0763 -0.0075 -0.2669
H -1.7544 5.2263 -3.6102 0.0215 0.1449 -0.2107
H -2.5109 4.4197 -1.3846 0.3794 -0.2745 -0.2782
H -5.6940 4.4977 -0.2546 -0.2551 -0.2175 0.2180
H -7.7252 5.7583 0.4632 0.1143 -0.0480 -0.0311
```
Forces are in eV/Å.

=====

Record 3
The following is a quantum chemistry calculation of a molecular structure, C32H47KN6SSi3, from the OMol25 dataset.

Results
Net charge   0
Energy   -93686.722 eV

Structure (XYZ):
```
90
Properties=species:S:1:pos:R:3:forces:R:3
K 0.1905 0.0684 -0.6218 0.0448 0.1146 -0.0536
C 3.1222 2.3467 -0.0736 0.0343 0.0133 -0.0018
C 3.6400 1.0593 0.4990 0.0455 0.0328 0.0191
C 4.7506 1.0311 1.3402 -0.0019 -0.0052 -0.0002
C 5.1689 -0.1794 1.8577 -0.0180 -0.0161 -0.0149
C 4.4633 -1.3305 1.5438 -0.0272 0.0344 -0.0126
C 3.3547 -1.2189 0.7161 0.0650 -0.0373 0.0214
N 2.9713 -0.0519 0.1913 -0.1291 -0.0228 0.0283
C 2.5066 -2.4077 0.3924 0.0650 0.0459 0.0363
C 2.4501 -3.5094 1.2424 -0.0566 0.0009 -0.0546
C 1.6430 -4.5773 0.8929 -0.0061 0.0238 -0.0135
C 0.9130 -4.5216 -0.2833 0.0553 0.0589 0.0520
C 1.0104 -3.3753 -1.0622 -0.0646 -0.0239 -0.0200
N 1.7878 -2.3445 -0.7284 0.0904 -0.1171 -0.0247
C 0.1993 -3.2099 -2.3043 -0.0138 -0.0520 -0.0284
C -0.1258 -4.2930 -3.1114 -0.0089 0.0321 -0.0128
C -0.9275 -4.0650 -4.2195 0.0191 -0.0059 0.0168
C -1.3761 -2.7822 -4.4768 0.0066 0.0221 0.0041
C -0.9912 -1.7465 -3.6285 -0.0095 -0.0317 -0.0336
C -1.4431 -0.3341 -3.8385 -0.0166 0.0164 -0.0212
N -0.2052 -1.9680 -2.5741 -0.0643 -0.0183 0.0649
H 3.8617 3.1414 0.0092 -0.0071 0.0036 -0.0005
H 2.2228 2.6617 0.4602 -0.0169 0.0021 -0.0030
H 2.8487 2.2382 -1.1248 -0.0067 0.0118 -0.0021
H 5.2718 1.9488 1.5764 -0.0020 0.0009 -0.0055
H 6.0363 -0.2305 2.5025 0.0058 0.0011 0.0013
H 4.7784 -2.2896 1.9280 -0.0058 -0.0090 -0.0018
H 2.9937 -3.5145 2.1753 0.0055 0.0101 0.0066
H 1.5605 -5.4357 1.5461 0.0048 -0.0037 0.0026
H 0.2466 -5.3247 -0.5626 -0.0119 -0.0012 -0.0102
H 0.2440 -5.2828 -2.8849 0.0070 -0.0110 0.0054
H -1.2013 -4.8830 -4.8729 -0.0022 -0.0039 -0.0025
H -2.0168 -2.5758 -5.3232 -0.0029 0.0013 -0.0024
H -2.0345 -0.2341 -4.7471 -0.0022 0.0078 0.0033
H -0.5847 0.3381 -3.9090 0.0180 0.0036 -0.0035
H -2.0577 -0.0131 -2.9942 -0.0102 0.0120 0.0161
C -3.5448 1.6342 -0.4989 -0.0004 -0.0289 0.0249
Si -3.0689 0.2779 0.7358 -0.0140 0.0327 0.0149
C -4.5879 0.0435 1.8373 0.0264 0.0086 -0.0291
C -3.0363 -1.3032 -0.3415 -0.0077 -0.0090 0.0018
C -1.5242 0.6403 1.6235 0.0347 -0.0752 -0.0905
Si -0.9740 -0.5613 2.8625 -0.0112 -0.0341 -0.0186
C -1.2743 -2.3505 2.2990 0.0205 0.0211 0.0284
C 0.8910 -0.5307 3.2484 -0.0490 0.0147 0.0062
C -1.8048 -0.4443 4.5589 0.0446 -0.0102 -0.0343
Si -1.1631 2.3779 1.8870 -0.0067 0.0678 0.0255
C -2.5322 3.3779 2.7332 0.0291 -0.0174 -0.0194
C 0.3707 2.7205 2.9456 -0.0068 -0.0022 -0.0210
C -0.7558 3.3959 0.2858 0.0199 0.0251 0.1023
C -0.7920 4.7927 0.3498 -0.0418 -0.0200 -0.0190
C -0.4480 5.5600 -0.7483 0.0136 0.0169 -0.0337
C -0.0596 4.9171 -1.9127 -0.0018 0.0064 0.0048
C -0.0295 3.5334 -1.9090 0.0152 0.0050 -0.0354
N -0.3609 2.7897 -0.8526 0.0131 -0.1038 0.1058
H -4.5038 1.3813 -0.9595 -0.0182 -0.0052 -0.0101
H -2.8046 1.7412 -1.2952 0.0231 0.0019 -0.0136
H -3.6528 2.6152 -0.0324 0.0018 0.0299 0.0084
H -5.4908 -0.1604 1.2554 -0.0149 -0.0039 -0.0173
H -4.7613 0.9429 2.4328 -0.0140 0.0169 0.0176
H -4.4450 -0.7861 2.5341 0.0136 -0.0248 0.0146
H -3.6932 -1.1673 -1.2062 -0.0215 -0.0040 -0.0165
H -3.4162 -2.1617 0.2150 0.0003 -0.0246 0.0213
H -2.0530 -1.5945 -0.7213 0.0086 0.0429 -0.0024
H -0.7883 -2.5711 1.3429 0.0078 0.0048 -0.0282
H -2.3358 -2.5749 2.1838 -0.0329 -0.0058 -0.0056
H -0.8699 -3.0419 3.0440 0.0097 -0.0144 0.0138
H 1.4957 -0.3279 2.3624 0.0037 0.0085 -0.0199
H 1.1996 -1.4999 3.6515 -0.0012 -0.0315 0.0147
H 1.1429 0.2273 3.9911 0.0086 0.0134 0.0068
H -2.8864 -0.5639 4.4703 -0.0322 0.0020 -0.0030
H -1.6218 0.5326 5.0142 0.0066 0.0271 0.0043
H -1.4335 -1.2084 5.2475 0.0063 -0.0119 0.0210
H -2.7783 2.8744 3.6717 -0.0064 -0.0147 0.0209
H -3.4457 3.4120 2.1363 -0.0193 -0.0006 -0.0148
H -2.2478 4.4041 2.9755 0.0048 0.0219 0.0055
H 0.2171 2.3867 3.9743 -0.0046 -0.0035 0.0266
H 0.5737 3.7942 2.9729 -0.0036 0.0198 -0.0050
H 1.2630 2.2161 2.5682 0.0123 -0.0041 -0.0018
H -1.0965 5.2750 1.2693 -0.0128 0.0034 0.0091
H -0.4813 6.6417 -0.6984 0.0015 0.0007 -0.0030
H 0.2201 5.4661 -2.8014 0.0012 0.0001 -0.0067
H 0.2909 2.9921 -2.7943 0.0097 0.0046 -0.0164
N 2.7590 -0.3262 -2.8877 -0.0541 0.0057 0.0339
C 2.2694 0.0060 -4.1026 -0.0580 0.0078 0.1994
N 1.8822 -1.0264 -4.8742 -0.0483 -0.0259 -0.0647
S 2.1455 1.5922 -4.6188 0.0544 0.0091 -0.0585
H 2.4290 -1.1441 -2.3839 0.0359 -0.0959 -0.0524
H 3.0054 0.4404 -2.2878 0.0204 0.0725 -0.0288
H 1.8992 -1.9744 -4.5377 0.0175 0.0039 -0.0151
H 1.4354 -0.8179 -5.7484 0.0336 -0.0142 -0.0023
```
Forces are in eV/Å.